{"formula": "H16S8", "method": "the ωB97M-V functional and the def2-TZVPD basis", "gap_ev": 9.9, "largest_force_ev_per_a": 2.00, "relative_energy_kj_mol": 35.83, "spin_multiplicity": 1, "homo_energy_ev": -9.65, "smiles": "S.S.S.S.S.S.S.S", "total_energy_ev": -86940.0300, "symbols": ["S", "S", "S", "S", "S", "S", "S", "S", "H", "H", "H", "H", "H", "H", "H", "H", "H", "H", "H", "H", "H", "H", "H", "H"], "positions_angstrom": [[-5.2054, 2.6764, -0.4269], [1.4253, -5.7706, -1.0978], [-4.5761, -2.9380, 1.4963], [3.0917, 2.8727, 1.4773], [-0.0424, 4.8548, -3.0255], [-1.6250, 0.0272, -0.3359], [5.4897, -1.1902, -3.2083], [2.0317, -1.0046, 6.2709], [-4.0701, -2.8034, 0.2516], [-5.6493, 3.8538, -0.9191], [4.8458, -2.3575, -3.1042], [2.2449, 0.0719, 5.5092], [-6.3520, 2.0608, -0.2521], [4.1658, 3.5051, 1.7670], [0.1042, 5.0207, -4.3551], [3.6016, 2.2880, 0.3710], [0.6938, -5.0092, -1.9182], [-5.7166, -3.4240, 0.9814], [6.1370, -1.3145, -2.0274], [-1.1134, 1.2741, -0.4739], [0.4434, -6.4289, -0.4899], [-2.1635, 0.2487, 0.8851], [1.2924, 4.8320, -2.8917], [0.9464, -1.3454, 5.5163]], "forces_ev_per_a": [[1.14, 0.42, -0.12], [0.77, 0.07, -0.03], [-0.01, -0.03, -0.46], [-1.59, -1.06, -0.62], [0.27, 0.04, -0.35], [0.03, 0.23, 0.16], [0.19, 0.15, 0.17], [-0.59, -0.18, -0.41], [0.01, 0.03, 0.30], [-0.30, -0.46, 0.18], [0.05, -0.04, 0.14], [0.09, 0.09, -0.01], [-0.82, 0.04, -0.06], [1.59, 0.85, 0.30], [-0.19, -0.03, 0.20], [-0.02, 0.19, 0.31], [-0.34, -0.16, 0.15], [0.02, 0.02, 0.15], [-0.24, -0.10, -0.30], [-0.25, -0.35, 0.18], [-0.43, 0.10, -0.12], [0.20, 0.11, -0.34], [-0.07, -0.02, 0.16], [0.51, 0.09, 0.41]]}


{"formula": "H16Si7", "method": "the ωB97M-V functional and the def2-TZVPD basis", "gap_ev": 6.9, "largest_force_ev_per_a": 3.60, "relative_energy_kj_mol": 370.26, "spin_multiplicity": 1, "homo_energy_ev": -8.40, "total_energy_ev": -55394.7756, "symbols": ["Si", "Si", "Si", "Si", "Si", "Si", "Si", "H", "H", "H", "H", "H", "H", "H", "H", "H", "H", "H", "H", "H", "H", "H", "H"], "positions_angstrom": [[2.5212, 1.7249, -0.8528], [-2.1421, 0.1402, -2.1582], [-1.7409, -1.8580, 1.1830], [2.5117, -1.9951, -0.0108], [-1.2436, 0.1685, 0.0253], [-1.2088, 2.0440, 1.2621], [1.1611, -0.1777, -0.6825], [-0.1926, 2.8775, 0.5001], [-3.1198, -1.6238, 1.6673], [0.5542, 0.5023, 1.6061], [2.2934, 2.0905, -2.3959], [-1.5194, -0.3347, -3.3608], [-1.0546, -2.7198, 2.0661], [1.7212, -2.9451, 1.0036], [-2.4657, 3.0387, 1.1252], [2.1913, 2.8788, -0.0692], [-2.1331, 1.5541, -2.6234], [-3.4144, -0.4757, -2.2942], [-1.0570, 1.4576, 2.5353], [2.0651, -2.8152, -1.2582], [3.9000, -2.4437, 0.3426], [3.9257, 1.3866, -0.9059], [-1.9536, -2.5565, -0.1223]], "forces_ev_per_a": [[-0.74, -0.13, -2.85], [0.27, 1.19, 0.09], [-1.46, 0.97, -2.17], [-2.02, -2.99, 0.07], [1.17, -1.72, -0.43], [-1.20, 2.59, -2.17], [-0.25, 1.04, 2.98], [-0.07, -0.33, 0.89], [-0.01, -0.03, 0.23], [0.73, -0.53, -1.90], [0.12, -0.12, 1.49], [1.14, -0.92, -0.30], [1.01, -0.36, 0.87], [0.53, 1.28, -0.73], [1.04, -1.21, 0.37], [-0.10, 0.56, 0.54], [-0.39, 0.21, 0.43], [-1.36, -0.28, 0.22], [0.24, -0.04, 1.45], [0.77, 0.42, 0.53], [-0.09, 0.98, -0.32], [0.64, -0.19, 0.43], [0.04, -0.38, 0.28]]}


{"formula": "H18HgO13P", "method": "the ωB97M-V functional and the def2-TZVPD basis", "gap_ev": 3.1, "charge": -1, "largest_force_ev_per_a": 12.48, "relative_energy_kj_mol": 199.50, "spin_multiplicity": 1, "homo_energy_ev": -1.04, "total_energy_ev": -40355.6099, "symbols": ["Hg", "P", "O", "O", "O", "O", "O", "O", "O", "O", "O", "O", "O", "O", "O", "H", "H", "H", "H", "H", "H", "H", "H", "H", "H", "H", "H", "H", "H", "H", "H", "H", "H"], "positions_angstrom": [[0.1653, 0.0667, 0.3542], [0.1323, -2.4004, -1.6699], [-1.7930, 0.6612, -2.4975], [-0.8578, -1.9492, 1.9529], [-2.6655, 0.3324, 0.4434], [1.1983, 0.8479, -2.1753], [-0.7573, 2.2347, -0.5883], [2.5481, -1.0921, -0.4134], [1.6690, -0.7578, 2.4146], [-0.3806, -0.8857, -1.4676], [-1.1457, -3.1679, -1.5574], [1.8458, 1.7159, 0.5056], [-0.7751, -1.8702, -2.7286], [-0.5646, -1.8574, -0.4352], [-0.6299, 1.2092, 2.3153], [-0.7817, -2.0501, 0.9500], [1.3336, 2.5720, 0.5729], [-2.0500, 0.3248, -3.3489], [-1.1309, -0.0872, -2.2335], [-0.1350, -2.3582, 2.3549], [-2.8244, 1.2876, 0.4432], [1.5721, -0.0042, 3.0531], [0.5267, 0.1662, -2.1028], [2.3550, 1.6417, 1.2899], [0.0778, 1.3131, 2.9323], [2.0588, 0.5342, -2.5223], [-2.8259, 0.0511, 1.3353], [3.1627, -0.8762, 0.2597], [-1.2478, 2.9864, -0.2676], [-1.1565, 1.9370, -1.3817], [-1.3046, 1.8508, 2.5005], [2.9603, -0.9014, -1.2902], [1.4205, -1.4749, 3.0027]], "forces_ev_per_a": [[1.22, 3.00, 2.99], [7.50, -9.46, -3.18], [0.58, -0.30, -0.05], [-2.26, 0.67, -1.11], [-0.35, 0.32, -0.68], [1.56, 1.54, -0.86], [1.10, 1.05, 1.54], [-0.27, -0.52, -1.92], [0.51, 0.96, 0.97], [0.74, 9.49, 1.25], [-4.35, -11.56, 0.86], [-0.64, 1.96, -1.33], [-2.20, 3.49, -11.43], [-2.25, 0.80, 9.28], [-0.49, -0.87, -0.70], [-0.38, -0.41, 2.21], [0.68, -1.18, -0.11], [-0.41, 0.15, -0.63], [-2.69, 2.13, -0.73], [1.59, -1.12, 0.64], [0.15, -0.30, -0.11], [0.30, -0.32, -0.72], [1.25, -0.01, -0.86], [0.92, 0.01, 1.63], [0.92, 0.49, 1.13], [-1.23, -0.12, 0.25], [-0.02, -0.37, 0.83], [1.06, 0.50, 1.04], [-0.40, 0.51, 0.16], [-0.98, -0.62, -2.01], [-0.75, 0.95, 0.36], [-0.38, -0.24, 1.21], [0.00, -0.63, 0.09]]}


{"formula": "H18HgO9", "method": "the ωB97M-V functional and the def2-TZVPD basis", "gap_ev": 11.1, "charge": 2, "largest_force_ev_per_a": 3.16, "relative_energy_kj_mol": 100.90, "spin_multiplicity": 1, "homo_energy_ev": -18.55, "total_energy_ev": -22878.2524, "symbols": ["Hg", "O", "O", "O", "O", "O", "O", "O", "O", "O", "H", "H", "H", "H", "H", "H", "H", "H", "H", "H", "H", "H", "H", "H", "H", "H", "H", "H"], "positions_angstrom": [[-1.8791, 8.8870, 5.9799], [-3.9924, 7.7353, 5.5889], [-3.3566, 10.6796, 6.4926], [-0.2325, 10.4709, 5.1269], [-1.5446, 6.3678, 5.7650], [0.7406, 8.1468, 6.4435], [-2.9069, 9.4444, 3.8530], [-2.5247, 7.8121, 8.1349], [-0.5653, 7.8656, 3.5403], [-0.8367, 10.0363, 7.9446], [-1.1454, 10.8968, 8.3416], [-0.3235, 9.6095, 8.6716], [1.1645, 7.5247, 5.9110], [-4.7604, 8.0478, 5.9808], [0.7821, 7.5753, 7.2547], [-0.7877, 6.0722, 5.3103], [-0.2673, 11.3353, 5.5565], [-4.2269, 7.6673, 4.6629], [-0.3130, 8.7032, 3.0114], [-2.1185, 7.0789, 8.6691], [-3.7439, 11.0348, 7.3029], [0.1671, 7.2813, 3.4522], [-2.8602, 9.3032, 2.9200], [-2.3431, 6.2141, 5.2827], [-2.7427, 8.5246, 8.7990], [0.7295, 10.3945, 4.9202], [-3.7455, 9.9090, 3.9216], [-4.0894, 10.7368, 5.8617]], "forces_ev_per_a": [[1.43, -0.98, 0.13], [1.98, -0.90, -1.02], [-0.66, 0.25, -0.17], [0.87, 0.45, -0.36], [-0.75, 1.45, 2.04], [-1.03, -0.03, 2.80], [-0.62, 0.50, 0.47], [0.05, 0.30, 1.69], [-0.53, 2.98, -0.91], [-0.07, 1.16, 1.57], [0.55, -1.15, -0.58], [-0.42, 0.43, -0.84], [1.34, -1.24, -2.34], [-2.42, 0.69, 1.72], [-0.29, 1.17, -0.33], [1.01, -0.72, -1.17], [-0.24, 0.04, 0.00], [0.08, -0.13, -0.52], [-0.43, -2.11, 1.17], [-0.61, 0.82, -0.83], [0.16, 0.01, 0.20], [1.03, -0.71, -0.45], [0.66, -0.40, -1.23], [-0.56, -0.69, -0.66], [0.35, -1.22, -0.89], [-0.96, -0.40, 0.29], [-0.11, 0.24, 0.08], [0.17, 0.20, 0.13]]}


{"formula": "H18NO12", "method": "the ωB97M-V functional and the def2-TZVPD basis", "gap_ev": 9.5, "charge": -1, "largest_force_ev_per_a": 8.84, "relative_energy_kj_mol": 322.07, "spin_multiplicity": 1, "homo_energy_ev": -6.96, "total_energy_ev": -26350.1092, "symbols": ["O", "O", "O", "O", "O", "O", "O", "O", "O", "O", "O", "O", "N", "H", "H", "H", "H", "H", "H", "H", "H", "H", "H", "H", "H", "H", "H", "H", "H", "H", "H"], "positions_angstrom": [[35.9979, -0.6927, 3.5582], [35.5287, -2.0144, 0.8375], [32.6431, -0.6136, 6.9397], [34.6886, 0.8670, 1.4970], [32.4214, 0.1882, 3.9355], [32.5293, -2.4455, 4.6218], [35.4136, 1.5915, 5.3398], [34.0735, -3.4146, 7.0629], [33.7004, -3.9648, 1.4467], [34.7620, -5.1367, 4.5054], [34.9956, -1.3683, 5.2314], [35.3962, -2.7094, 3.6671], [35.7150, -1.6435, 4.3149], [32.9580, -3.3741, 1.2702], [34.9296, -4.1948, 4.2545], [32.7932, -0.4115, 7.9153], [36.3847, -2.2400, 0.4860], [33.9586, -3.3687, 8.0135], [34.5292, -2.6642, 6.7427], [35.6362, -1.6516, 1.7418], [35.4532, 1.4094, 1.2254], [35.4290, 0.7116, 4.8803], [35.3968, 2.1833, 4.6338], [34.9597, 0.4622, 2.2738], [32.3550, -3.3469, 4.8903], [34.3741, -3.3211, 1.6879], [34.1063, -5.0798, 5.2272], [33.5268, -0.7429, 6.5545], [33.4675, -2.4140, 4.6113], [32.4330, -0.6300, 4.4353], [32.4706, 0.9612, 4.5250]], "forces_ev_per_a": [[3.48, 1.13, 0.04], [-0.48, 0.48, 0.30], [0.39, 0.50, 2.07], [-0.20, 2.12, -2.66], [0.10, 1.19, -0.54], [-1.45, -0.19, -0.21], [0.04, -2.31, 1.24], [-0.89, -2.02, 0.55], [-0.70, -0.02, 0.03], [-0.56, 0.23, 0.55], [0.13, 0.30, 5.70], [2.55, -1.01, 1.03], [-5.73, 0.05, -6.73], [-0.06, -0.23, -0.01], [-0.05, -0.83, 0.20], [-0.12, -0.35, -2.09], [0.43, -0.06, 0.23], [0.12, 0.33, -0.08], [0.81, 1.39, -0.45], [0.43, -0.21, -0.64], [-0.57, -0.50, 0.15], [0.01, 0.84, 0.61], [-0.08, 1.66, -1.78], [0.64, -1.37, 2.50], [-0.25, -0.15, 0.11], [0.45, -0.13, -0.18], [0.66, 0.01, -0.44], [-0.38, 0.17, 0.19], [1.48, 0.02, -0.15], [-0.30, -0.09, 0.51], [0.06, -0.95, -0.05]]}


{"formula": "H18Na5O17S2", "method": "the ωB97M-V functional and the def2-TZVPD basis", "gap_ev": [4.4, 4.1], "largest_force_ev_per_a": 6.49, "spin_multiplicity": 2, "homo_energy_ev": [-6.69, -6.72], "total_energy_ev": -78857.9127, "symbols": ["S", "S", "Na", "Na", "Na", "Na", "Na", "O", "O", "O", "O", "O", "O", "O", "O", "O", "O", "O", "O", "O", "O", "O", "O", "O", "H", "H", "H", "H", "H", "H", "H", "H", "H", "H", "H", "H", "H", "H", "H", "H", "H", "H"], "positions_angstrom": [[4.8577, 1.9357, 1.0978], [-0.1233, 0.3654, -0.3200], [2.3075, 2.7460, -1.3472], [-0.9028, 3.4930, -1.0375], [0.7802, 0.4686, -3.4381], [1.4990, 1.9692, 1.8713], [3.2003, -0.4793, -0.0293], [-2.7355, 0.8814, -3.3573], [-1.4899, -1.0928, 2.8480], [1.8591, -2.2278, -1.1656], [-0.8516, -3.0898, -0.1030], [-1.4243, -2.0902, -2.8483], [3.5159, 2.2903, 0.6871], [-0.9011, 1.5027, 0.2785], [2.1855, -0.5090, 2.2181], [-3.5118, 0.9678, 1.4345], [-0.8649, 1.9745, 2.8569], [5.0279, 2.0080, 2.5334], [5.7928, 2.9009, 0.4731], [-3.1249, -1.2108, -0.6878], [-0.6939, -0.0807, -1.5903], [-0.0727, -0.7367, 0.5595], [1.2479, 0.8530, -0.4672], [5.0911, 0.5888, 0.5816], [-0.5667, -2.2138, 0.1572], [-2.3088, -0.9129, -1.0896], [0.9755, -2.1031, -0.8193], [-2.2936, -1.1902, 2.3373], [1.5203, -0.7352, 1.5681], [2.3820, -1.3360, 2.6582], [1.7553, -2.8794, -1.8591], [-0.8328, -0.8136, 2.2104], [-3.5431, -1.7460, -1.3623], [-3.2685, 0.0901, 1.1402], [-1.2260, -2.0356, -3.7832], [-2.7612, 1.5151, 1.2034], [-1.0454, 1.4130, 2.1030], [-1.2736, -2.9625, -0.9527], [-2.8342, 1.7328, -2.9313], [-1.1692, -1.2365, -2.4986], [-2.6538, 0.2593, -2.6344], [-1.5244, 1.7259, 3.5047]], "forces_ev_per_a": [[6.13, 2.01, 0.69], [-0.54, 3.29, 0.08], [1.01, -0.01, 0.79], [-0.13, -0.24, 0.18], [-0.33, 0.02, 0.35], [0.75, -0.16, 0.44], [0.81, 0.29, 0.32], [0.25, 0.06, -0.59], [-0.08, 0.11, 0.67], [0.71, 0.73, -0.29], [0.35, -0.97, -0.24], [-0.17, -0.84, -0.79], [-5.96, 1.09, -1.44], [0.25, -0.55, -1.24], [0.24, 0.42, -0.39], [-0.42, 0.32, 0.37], [0.64, 0.57, 0.12], [-1.05, -0.48, 0.99], [-0.77, -0.55, -0.39], [-0.40, 0.36, 0.28], [0.26, 1.16, -0.98], [0.17, -2.22, 2.50], [1.29, 0.70, -1.25], [-0.30, -2.29, -0.86], [-0.43, 0.09, 0.45], [0.14, -0.04, 0.17], [-0.53, -0.42, 0.26], [-0.18, -0.23, -0.03], [-0.81, -0.36, 0.02], [0.17, -0.12, 0.43], [0.04, -0.35, 0.00], [0.07, -0.18, -0.12], [-0.19, -0.29, -0.09], [-0.14, -0.23, -0.45], [-0.25, -0.34, -0.37], [0.10, 0.01, -0.15], [-0.27, -0.19, -0.17], [-0.26, -0.18, -0.25], [-0.20, 0.17, 0.07], [0.27, 0.15, 0.27], [-0.22, -0.10, 0.28], [-0.06, -0.20, 0.35]]}


{"formula": "H18O10V", "method": "the ωB97M-V functional and the def2-TZVPD basis", "gap_ev": [6.2, 9.7], "charge": 1, "largest_force_ev_per_a": 1.47, "spin_multiplicity": 3, "homo_energy_ev": [-9.25, -12.73], "total_energy_ev": -46449.8450, "symbols": ["V", "O", "O", "O", "O", "O", "O", "O", "O", "O", "O", "H", "H", "H", "H", "H", "H", "H", "H", "H", "H", "H", "H", "H", "H", "H", "H", "H", "H"], "positions_angstrom": [[0.0270, -0.1898, -0.7159], [-1.0457, 1.5940, -1.4885], [-2.1037, -0.9337, -1.5152], [-0.2666, -0.0661, 0.8123], [2.1886, -0.7546, -0.5505], [0.0183, 1.4049, 3.1452], [0.3701, -2.5468, 2.2182], [-1.8934, 2.8038, 1.7594], [0.0901, -2.5222, -0.6530], [0.6397, -0.2904, -2.8689], [1.4827, 1.6931, -0.5644], [0.5740, 1.9794, 3.6719], [2.4580, -1.6713, -0.6083], [0.4277, -3.4667, 2.4765], [1.4805, 2.2417, 0.2200], [-2.4364, -1.8185, -1.6660], [0.4342, -3.1063, 0.0228], [-1.2354, 2.1836, 2.0732], [1.4978, -0.4977, -3.2390], [-2.3368, 3.1051, 2.5524], [-0.7095, 2.2189, -2.1309], [1.7748, 2.2766, -1.2646], [-0.6326, -3.0107, -1.0471], [0.0331, -0.3813, -3.6037], [0.7748, -2.0685, 2.9419], [3.0098, -0.2666, -0.4889], [-1.9231, 1.9139, -1.2787], [-2.8366, -0.3603, -1.7394], [0.1386, 0.5365, 3.5294]], "forces_ev_per_a": [[0.03, -0.03, 0.02], [-0.31, 0.16, -0.62], [0.13, -0.25, -0.33], [-0.46, 0.18, 1.39], [0.52, -0.57, -0.38], [0.28, 0.20, 0.20], [0.00, -0.30, -0.38], [-0.40, 0.47, -0.62], [0.00, -0.29, -0.80], [-0.01, 0.07, -0.41], [0.62, 0.37, -0.26], [0.09, 0.27, 0.23], [-0.08, -0.42, 0.03], [-0.02, -0.31, 0.34], [-0.27, 0.05, 0.51], [-0.22, -0.27, 0.07], [0.09, 0.21, 0.70], [0.34, -0.52, 0.19], [0.42, -0.11, 0.14], [-0.13, 0.07, 0.13], [0.22, 0.19, -0.13], [0.15, 0.23, -0.27], [-0.10, -0.19, -0.12], [-0.42, 0.02, -0.18], [0.12, 0.21, 0.07], [0.04, 0.51, 0.14], [-0.28, 0.09, 0.52], [-0.19, 0.26, -0.01], [-0.15, -0.30, -0.17]]}


{"formula": "H18O11V", "method": "the ωB97M-V functional and the def2-TZVPD basis", "gap_ev": 5.5, "charge": 1, "largest_force_ev_per_a": 4.88, "relative_energy_kj_mol": 570.19, "spin_multiplicity": 1, "homo_energy_ev": -13.05, "total_energy_ev": -48491.7939, "symbols": ["V", "O", "O", "O", "O", "O", "O", "O", "O", "O", "O", "O", "H", "H", "H", "H", "H", "H", "H", "H", "H", "H", "H", "H", "H", "H", "H", "H", "H", "H"], "positions_angstrom": [[-1.8796, 0.0963, -0.1388], [-1.7130, -3.8591, -1.2289], [-0.1801, 5.6112, -1.6153], [-5.8149, -0.5843, -2.3355], [4.2607, 1.6430, 2.7796], [2.4749, -2.9082, 4.2991], [-3.8007, -1.7216, 3.1533], [-0.4190, 0.0615, 0.5334], [3.9517, 2.5809, -2.0167], [-0.8378, 0.9042, -4.0133], [-2.4307, 1.5762, 0.1579], [4.5850, -2.1773, -0.0313], [-4.6035, -1.5017, 3.6259], [-0.4553, 5.5506, -2.5300], [-6.6124, -0.9697, -1.9725], [3.2227, 3.1510, -2.2613], [3.3663, 1.4975, 3.0881], [4.7927, 1.6394, 3.5754], [-0.9758, -4.3059, -1.6450], [-6.0582, -0.3207, -3.2230], [-0.2874, 0.5129, -4.6916], [-3.3788, -2.3889, 3.6945], [-1.3694, 1.5501, -4.4786], [-0.5034, 6.4636, -1.3234], [4.7717, -1.3297, 0.3724], [1.7837, -3.5491, 4.4652], [4.2055, -2.7009, 0.6744], [-1.9868, -4.4499, -0.5273], [3.6330, 2.0975, -1.2544], [2.2586, -2.1691, 4.8677]], "forces_ev_per_a": [[2.38, 3.59, 2.29], [-0.14, 0.57, 0.12], [0.06, -0.30, 0.11], [0.39, 0.05, 0.22], [-0.02, -0.06, -0.28], [0.08, 0.05, -0.27], [0.23, 0.15, -0.43], [-3.71, -0.07, -1.73], [0.12, -0.09, -0.16], [-0.18, -0.09, 0.52], [1.24, -3.80, -0.82], [-0.12, -0.06, -0.28], [-0.26, 0.12, 0.10], [-0.03, 0.02, -0.25], [-0.22, -0.12, 0.12], [-0.14, 0.23, -0.07], [-0.21, 0.00, 0.08], [0.23, 0.03, 0.18], [0.25, -0.09, -0.20], [-0.04, 0.08, -0.26], [0.24, -0.17, -0.14], [0.13, -0.19, 0.15], [-0.15, 0.21, -0.12], [-0.04, 0.25, 0.13], [0.14, 0.25, 0.11], [-0.11, -0.24, 0.07], [-0.04, -0.17, 0.22], [-0.13, -0.22, 0.17], [0.03, -0.11, 0.25], [0.03, 0.19, 0.19]]}